1.
# C24H48Cl18O15

14 unconnected molecules or ions with the total composition C24H48Cl18O15 in a non-equilibrium geometry (wB97M-V/def2-TZVPD, the OMol25 dataset).

energy relative to the best compared isomer or geometry (same formula, charge and spin)	5.78	kJ/mol
2S+1	1
strongest force on any atom	1.4	eV Å⁻¹
gap between HOMO and LUMO	10.830	eV
HOMO level	-10.5	eV
electronic energy	-281783.1130	eV
total charge	0

Last column: Mulliken charge in e.
Element x y z (Å)
1 C -0.29145 5.22024 -3.76703  -0.284
2 O -0.10915 4.37201 -4.89503  -0.415
3 C 0.74397 3.36403 -4.81971  0.734
4 O 1.34781 2.99396 -3.84111  -0.392
5 O 0.75697 2.76599 -6.00869  -0.417
6 C 1.47632 1.54325 -6.13789  -0.072
7 H -1.06808 5.94075 -4.01790  0.221
8 H 0.62495 5.79343 -3.62744  0.298
9 H -0.63611 4.66258 -2.89778  0.009
10 H 1.49215 1.25426 -7.18353  0.269
11 H 1.02819 0.77433 -5.51180  -0.135
12 H 2.50304 1.71562 -5.81644  0.166
13 C 1.29378 -2.62975 0.03578  -0.245
14 O 0.96812 -1.79844 -1.08108  0.180
15 C 0.26993 -0.68378 -0.84824  -0.184
16 O -0.24564 -0.37802 0.20076  -0.027
17 O 0.26347 0.02672 -1.95364  0.390
18 C -0.58345 1.15859 -2.06557  0.632
19 H 0.45582 -3.28874 0.27233  0.307
20 H 1.62095 -2.07096 0.90555  -0.098
21 H 2.08909 -3.30141 -0.28286  -0.192
22 H -1.58443 1.00621 -1.64645  -0.710
23 H -0.71914 1.31991 -3.13049  0.166
24 H -0.21869 2.02668 -1.51807  -0.068
25 C -4.30004 1.95085 5.66370  -0.799
26 O -3.69089 1.97923 4.39179  -0.306
27 C -3.83584 0.96227 3.56619  0.651
28 O -4.62676 0.07488 3.67005  -0.583
29 O -2.94488 1.11737 2.59178  0.110
30 C -3.16165 0.35228 1.40516  -0.467
31 H -3.75811 2.63875 6.30333  0.259
32 H -4.33522 0.98786 6.18017  0.334
33 H -5.35391 2.21747 5.55463  0.308
34 H -2.31233 0.59047 0.77490  -0.323
35 H -4.13457 0.55881 0.96243  0.345
36 H -3.15067 -0.71050 1.65563  0.539
37 C -0.07365 0.78697 3.52306  0.441
38 O 0.62967 0.53944 4.73472  -0.509
39 C 0.48908 -0.68215 5.23543  0.813
40 O 0.00484 -1.62241 4.68284  -0.585
41 O 0.96771 -0.62973 6.47608  -0.364
42 C 1.11900 -1.85894 7.16125  -0.636
43 H -1.13737 0.83462 3.77938  0.146
44 H 0.02737 -0.00048 2.77698  0.468
45 H 0.19576 1.74898 3.10932  -0.813
46 H 0.71121 -2.73002 6.64927  0.321
47 H 0.57955 -1.82496 8.10823  0.253
48 H 2.18288 -2.01890 7.32226  0.252
49 C -3.18575 5.83124 -1.14755  -0.644
50 O -3.55849 4.82088 -2.06968  -0.360
51 C -3.77362 3.60140 -1.55534  0.962
52 O -3.63865 3.28993 -0.40739  -0.506
53 O -4.21698 2.84289 -2.53412  -0.364
54 C -4.69492 1.54942 -2.17156  -0.365
55 H -2.17171 6.18666 -1.32307  0.202
56 H -3.21770 5.53161 -0.10005  0.267
57 H -3.89272 6.65534 -1.23413  0.301
58 H -5.39864 1.55194 -1.34142  0.317
59 H -3.85743 0.89197 -1.93951  -0.076
60 H -5.21158 1.16295 -3.04629  0.276
61 C 5.26738 -6.00374 0.40868  -0.230
62 Cl 6.98800 -6.15684 0.74365  -0.166
63 Cl 4.83042 -4.35064 -0.07704  -0.074
64 H 4.95431 -6.70183 -0.35702  0.355
65 H 4.76266 -6.18127 1.35183  0.116
66 C -0.74518 -2.74237 -4.38592  0.999
67 Cl 0.36320 -4.09535 -4.33016  -0.155
68 Cl -0.39666 -1.64821 -5.71265  -0.177
69 H -1.77441 -3.07426 -4.48346  0.316
70 H -0.65469 -2.24550 -3.42529  -1.011
71 C 3.55160 -0.63364 -3.14399  0.682
72 Cl 4.36464 0.50037 -4.28310  -0.183
73 Cl 3.58326 -2.27125 -3.80239  -0.169
74 H 4.07043 -0.66241 -2.19456  0.178
75 H 2.53099 -0.27558 -3.11144  -0.548
76 C -0.28978 -7.21202 -1.17525  -0.459
77 Cl -0.73815 -7.36547 -2.88983  -0.137
78 Cl 0.88417 -5.89774 -1.01012  0.013
79 H -1.17540 -7.04701 -0.57268  0.231
80 H 0.16534 -8.15269 -0.88554  0.357
81 C 4.22052 0.62356 1.58894  -0.119
82 Cl 2.72194 1.38141 2.14814  -0.025
83 Cl 4.02119 -1.11514 1.46425  -0.055
84 H 4.44404 1.00892 0.60281  -0.212
85 H 5.00451 0.82590 2.30888  0.401
86 C -2.45420 -2.79667 -0.45511  0.557
87 Cl -2.63323 -1.66477 -1.82952  -0.114
88 Cl -2.67297 -4.48210 -0.97193  -0.168
89 H -1.46382 -2.73056 -0.02225  -0.728
90 H -3.24100 -2.55020 0.24510  0.420
91 C 3.15703 -4.20131 3.50084  0.219
92 Cl 2.15202 -5.29502 2.53959  -0.139
93 Cl 3.17532 -4.70069 5.18552  -0.192
94 H 4.17767 -4.13852 3.14180  0.238
95 H 2.65289 -3.23958 3.48427  -0.123
96 C 3.00993 3.42244 -1.00293  0.553
97 Cl 4.68967 2.79029 -1.14590  -0.234
98 Cl 2.85673 5.04473 -1.65929  -0.165
99 H 2.33091 2.77653 -1.55000  -0.335
100 H 2.77626 3.38829 0.05553  0.181
101 C -0.89418 3.23443 1.62939  1.032
102 Cl -0.49845 4.17708 0.17388  -0.157
103 Cl -0.28668 4.00820 3.09421  -0.175
104 H -1.97837 3.26041 1.63011  0.133
105 H -0.56127 2.22400 1.40782  -0.725

***

2.
# C24H48O4PdS

A molecular structure, C24H48O4PdS in a non-equilibrium geometry (wB97M-V/def2-TZVPD, the OMol25 dataset).

2S+1	1
strongest force on any atom	7.5	eV Å⁻¹
gap between HOMO and LUMO	1.482	eV
HOMO level	-14.1	eV
electronic energy	-48134.8259	eV
total charge	+2

Last column: Mulliken charge in e.
Element x y z (Å)
1 C -4.89206 -8.84055 -3.43959  -0.944
2 C -4.72517 -7.22896 -3.03840  -0.343
3 C -4.75214 -6.27614 -4.41216  -0.621
4 C -4.23171 -4.73437 -4.12921  -0.536
5 C -2.58073 -4.57998 -4.18799  -0.528
6 C -2.22659 -3.08800 -3.60415  -0.525
7 C -0.63912 -2.66930 -3.70404  -0.547
8 C -0.26594 -1.66694 -2.41970  -0.287
9 C 1.38951 -1.50747 -2.41807  -0.561
10 C 1.86853 0.02044 -2.90115  0.025
11 C 2.04215 0.89488 -1.52513  -1.005
12 C 2.84113 2.32310 -1.71320  -0.490
13 C 2.24677 3.37942 -0.56316  0.074
14 C 3.45433 4.25692 0.12099  -0.747
15 C 3.22701 4.63537 1.69991  -0.474
16 C 3.50429 3.39550 2.75069  -0.962
17 C 2.18828 2.41946 2.94750  0.398
18 C 2.61217 0.93860 2.37274  -0.064
19 C 2.01706 -0.32877 3.22583  -0.433
20 O 2.54833 -0.46893 4.59057  -0.296
21 S 2.34998 0.94748 5.51704  1.102
22 O 3.72619 1.44186 6.11131  -0.531
23 O 1.48461 0.58686 6.78740  -0.504
24 C 1.63190 2.36057 4.50639  -0.482
25 C -0.01913 2.10287 4.44799  -0.737
26 C -0.88359 3.23543 5.25880  -0.758
27 C -1.51603 4.36644 4.25359  -0.527
28 O -0.53536 5.07791 3.41887  -0.170
29 C -1.22482 5.85034 2.37219  -0.590
30 H -5.32491 -9.48400 -2.55067  0.308
31 H -3.82062 -9.26304 -3.70453  0.258
32 H -5.62149 -8.93730 -4.35846  0.280
33 H -5.63915 -6.97630 -2.33114  0.289
34 H -3.68969 -7.14831 -2.46974  0.203
35 H -5.88328 -6.29016 -4.76759  0.335
36 H -4.14093 -6.79079 -5.29840  0.307
37 H -4.70587 -4.03076 -4.96071  0.331
38 H -4.55689 -4.36230 -3.06347  0.295
39 H -2.25495 -4.75883 -5.30435  0.310
40 H -2.14334 -5.46580 -3.55815  0.301
41 H -2.86028 -2.30559 -4.23270  0.253
42 H -2.52627 -3.05181 -2.45680  0.287
43 H 0.09047 -3.59777 -3.61393  0.356
44 H -0.40422 -2.04358 -4.68703  0.217
45 H -0.77671 -0.61329 -2.53611  -0.028
46 H -0.67944 -2.19377 -1.44828  0.417
47 H 1.85567 -2.32193 -3.11833  0.515
48 H 1.72312 -1.73045 -1.30532  0.257
49 H 2.90530 -0.12778 -3.43150  0.360
50 H 1.03555 0.48322 -3.59491  0.180
51 H 0.97604 1.01342 -1.04021  0.433
52 H 2.69415 0.23467 -0.78450  0.363
53 H 2.68443 2.83120 -2.75578  0.243
54 H 3.98018 2.10046 -1.45761  0.330
55 H 1.45691 4.09219 -1.09451  0.307
56 H 1.63439 2.71480 0.18065  -0.164
57 H 3.47995 5.29440 -0.46825  0.326
58 H 4.50993 3.75656 -0.06613  0.332
59 H 2.18788 5.11960 1.93444  0.067
60 H 4.04063 5.46859 1.96077  0.364
61 H 3.79012 3.82681 3.81909  0.406
62 H 4.46361 2.83844 2.36158  0.326
63 H 1.31191 2.93861 2.32465  0.235
64 H 2.18782 0.88503 1.26099  -0.561
65 H 3.77515 0.77178 2.28053  0.470
66 H 0.83289 -0.23775 3.17675  0.205
67 H 2.29803 -1.30882 2.64406  0.379
68 H 1.77621 3.42363 5.01977  0.723
69 H -0.22127 0.99938 4.85573  0.559
70 H -0.42491 2.08492 3.32795  0.257
71 H -1.78886 2.65320 5.77504  0.277
72 H -0.16245 3.70054 6.07599  0.340
73 H -2.05971 5.17929 4.93185  0.323
74 H -2.38020 3.88549 3.59250  0.366
75 H -0.49778 5.93627 1.43625  0.182
76 H -2.21157 5.33774 1.96176  0.287
77 H -1.51357 6.94452 2.67137  0.296
78 Pd -0.04177 1.68131 -3.45846  0.359